ORCA calculation (wB97M-V/def2-TZVPD) on a 15-piece molecular cluster, C60H120O23S8 overall in a non-equilibrium geometry.

Geometry (Å):
C -1.3479 -0.3011 -4.4616
C -1.7924 0.2909 -5.8516
C -3.3370 0.1494 -5.7893
S -3.4357 -1.5708 -5.3289
O -3.0521 -2.4557 -6.4098
O -4.6875 -1.8022 -4.6766
C -1.9486 -1.6174 -4.2948
H -1.7227 0.3878 -3.6809
H -0.2523 -0.3136 -4.3563
H -1.3956 -0.3653 -6.6368
H -1.4154 1.2666 -6.0478
H -3.8417 0.3122 -6.7072
H -3.6871 0.8144 -4.9593
H -1.4129 -2.4697 -4.6066
H -2.1478 -1.7115 -3.2344
C -6.9073 0.4670 -0.4103
C -6.0265 0.7448 0.7997
C -4.6289 1.1240 0.3124
S -4.5191 0.5760 -1.4757
O -3.3571 -0.2603 -1.8343
O -4.8044 1.7292 -2.3320
C -6.0180 -0.2769 -1.4493
H -7.2100 1.3863 -0.9063
H -7.7975 -0.0825 -0.1761
H -5.9866 -0.1545 1.3404
H -6.4336 1.5410 1.4249
H -3.8316 0.5887 0.8553
H -4.3767 2.1728 0.3597
H -5.7790 -1.2731 -1.0737
H -6.4132 -0.2374 -2.4499
C -2.1185 4.2307 -3.5449
C -1.7650 3.3699 -2.2849
C -2.3800 4.3296 -1.2666
S -1.8672 6.0304 -1.7739
O -0.6947 6.3557 -1.0310
O -2.9488 6.9301 -1.8413
C -1.3170 5.4779 -3.4176
H -3.1544 4.3953 -3.6159
H -1.7816 3.6413 -4.4172
H -0.6130 3.2219 -2.1706
H -2.2408 2.4314 -2.2920
H -2.0324 4.2147 -0.2744
H -3.4826 4.3050 -1.2197
H -0.2673 5.2226 -3.1833
H -1.5378 6.1766 -4.1741
C -1.9644 3.1515 3.9906
C -2.9127 2.0425 4.3868
C -4.3181 2.6041 4.4568
S -4.3049 3.9787 3.3543
O -4.3654 5.1205 4.2237
O -5.1434 3.7805 2.2386
C -2.5981 3.8392 2.8133
H -0.9784 2.7598 3.7392
H -1.8574 3.8426 4.8518
H -2.6332 1.6749 5.3294
H -2.8291 1.2538 3.6242
H -4.6437 2.9980 5.4197
H -5.0404 1.8519 4.1505
H -2.2500 4.8548 2.5161
H -2.5856 3.1334 1.9643
C 0.4069 -1.4783 -0.2024
C 1.0538 -1.4617 1.1863
C 1.4528 -0.0185 1.6094
S 0.0152 0.8878 1.0257
O 0.3191 2.2018 0.5115
O -1.0596 0.7725 2.0113
C -0.4043 -0.1428 -0.3858
H -0.1905 -2.3255 -0.4658
H 1.2087 -1.5092 -0.9838
H 2.0108 -2.0066 1.0998
H 0.4715 -1.9488 1.9557
H 2.2551 0.4727 1.0443
H 1.6182 0.1851 2.6421
H -0.1754 0.3618 -1.3128
H -1.4818 -0.3954 -0.3327
C -2.2969 -3.4096 3.4808
C -3.1862 -4.5503 3.1211
C -4.5238 -3.9904 2.6899
S -4.1114 -2.2479 2.1423
O -4.6512 -1.3043 3.1043
O -4.4216 -2.0366 0.7716
C -2.2849 -2.3692 2.3448
H -1.3113 -3.9104 3.6946
H -2.5487 -2.7849 4.3564
H -3.3658 -5.3255 3.9122
H -2.8145 -5.0296 2.2068
H -5.1193 -3.7585 3.5253
H -5.0223 -4.6200 1.9216
H -1.9683 -1.3503 2.6437
H -1.8434 -2.7490 1.3940
C -4.6999 -4.6146 -3.1229
C -3.3297 -4.9594 -3.7032
C -2.4531 -5.4706 -2.5508
S -2.9294 -4.4877 -1.1727
O -2.0000 -3.4116 -0.8619
O -3.2086 -5.3605 -0.0615
C -4.3990 -3.7322 -1.9323
H -5.1713 -5.5150 -2.7681
H -5.2282 -4.1522 -3.9101
H -2.9067 -4.1066 -4.2078
H -3.5089 -5.7680 -4.3820
H -1.4097 -5.4024 -2.6696
H -2.7452 -6.4970 -2.3142
H -4.0747 -2.6784 -2.1410
H -5.1481 -3.7507 -1.1265
C 5.6591 -1.4548 -0.7511
C 6.1914 -2.2035 0.4646
C 6.2250 -3.6713 0.0835
S 4.7100 -3.9493 -0.8634
O 3.6666 -4.1051 0.1632
O 4.7747 -4.8783 -1.9395
C 4.5858 -2.2805 -1.5206
H 6.4918 -1.4267 -1.4313
H 5.2925 -0.4520 -0.5071
H 5.5854 -2.0265 1.4195
H 7.2019 -1.9173 0.6449
H 6.1316 -4.2648 0.9389
H 7.0774 -3.9872 -0.5478
H 3.5396 -1.9994 -1.2880
H 4.8471 -2.3069 -2.5703
C 2.2852 -5.4019 -5.0431
C 1.1257 -5.6976 -5.9868
C 0.1846 -4.5027 -5.6931
O 0.4310 -4.1461 -4.3157
C 1.5397 -4.8707 -3.8169
H 2.9337 -4.7115 -5.5776
H 2.7991 -6.3295 -4.8824
H 0.7028 -6.6102 -5.6519
H 1.4440 -5.8056 -7.0315
H -0.8566 -4.8253 -5.8968
H 0.4142 -3.6430 -6.3562
H 1.1743 -5.7474 -3.3058
H 2.0608 -4.1988 -3.1776
C 0.3330 -6.2874 -0.0117
C 0.8428 -5.2104 0.9400
C 1.4522 -5.9967 2.1145
O 1.5330 -7.3889 1.6010
C 1.3608 -7.3962 0.1737
H 0.2504 -5.8218 -0.9989
H -0.6526 -6.6425 0.2424
H 0.0104 -4.5373 1.1975
H 1.5857 -4.6305 0.3947
H 0.8645 -6.0733 3.0519
H 2.5460 -5.7020 2.4164
H 1.0005 -8.3950 -0.0272
H 2.3111 -7.2776 -0.3390
C 1.4774 8.8029 1.4252
C 1.1405 9.2692 0.0149
C 2.4646 8.9750 -0.7325
O 2.9893 7.8119 -0.0760
C 2.3920 7.5918 1.1549
H 0.6071 8.5334 2.0505
H 2.0124 9.5761 1.9760
H 0.8532 10.3229 -0.0156
H 0.3068 8.6243 -0.3121
H 3.1939 9.8258 -0.7735
H 2.3024 8.6961 -1.7508
H 3.1648 7.3690 1.9239
H 1.8606 6.6756 1.0734
C 1.5027 4.2455 5.0024
C 2.0416 4.8418 3.6662
C 1.2910 4.0040 2.6532
O 1.3841 2.6994 3.2313
C 1.3735 2.7411 4.6093
H 0.5761 4.6724 5.3478
H 2.1842 4.4138 5.8124
H 3.1126 4.6475 3.6438
H 1.9148 5.9196 3.5076
H 1.5885 3.9426 1.6450
H 0.2194 4.2579 2.7002
H 2.1853 2.1359 5.0275
H 0.4405 2.2840 4.9888
C 2.7034 3.3473 -0.8054
C 2.6603 2.2965 -1.9439
C 2.3506 3.0825 -3.2276
O 1.5617 4.2187 -2.7389
C 1.7288 4.3970 -1.3021
H 3.6598 3.7372 -0.5272
H 2.3513 2.8610 0.1271
H 1.8585 1.6470 -1.5828
H 3.5811 1.6861 -1.9782
H 1.7326 2.5405 -3.9081
H 3.2486 3.4243 -3.7308
H 0.7392 4.2500 -0.8578
H 1.9704 5.4761 -1.0676
C 2.1899 -3.5197 4.2980
C 1.9263 -2.1343 4.9807
C 3.2586 -1.3923 4.8429
O 3.8793 -1.9180 3.6624
C 3.5920 -3.3169 3.6626
H 1.4398 -3.7589 3.5241
H 2.1744 -4.3785 5.0127
H 1.6269 -2.2759 6.0227
H 1.1559 -1.5814 4.4695
H 3.9063 -1.7157 5.6710
H 3.2428 -0.2829 4.7781
H 4.4054 -3.8302 4.1363
H 3.5607 -3.7111 2.6623
C 5.1482 2.1521 2.8264
C 5.4947 3.1106 1.5941
C 5.4691 2.1903 0.3558
O 4.5711 1.1158 0.6946
C 4.9286 0.8363 2.0765
H 4.2411 2.5596 3.2784
H 5.9790 2.1572 3.4590
H 6.4421 3.6075 1.6671
H 4.7838 3.8984 1.4677
H 6.4835 1.8343 0.0414
H 5.0616 2.7077 -0.5213
H 5.9223 0.2530 1.9846
H 4.1087 0.1929 2.5039

The total energy comes out at -7273.9331 a.u.